{"formula": "H24O12", "method": "ωB97M-V with the def2-TZVPD basis set", "symbols": ["H", "H", "H", "H", "H", "H", "H", "H", "H", "H", "H", "H", "H", "H", "H", "H", "H", "H", "H", "H", "H", "H", "H", "H", "O", "O", "O", "O", "O", "O", "O", "O", "O", "O", "O", "O"], "xyz": [[0.269, 1.068, 1.289], [-0.738, 0.999, 0.153], [2.094, -0.898, -0.439], [1.539, 0.254, -1.260], [5.291, 1.416, -0.311], [4.445, 0.305, -0.911], [-4.649, 0.016, -0.126], [-3.841, 1.042, 0.651], [3.509, 0.096, 1.076], [4.442, -0.853, 1.810], [1.551, -2.064, -3.657], [1.583, -2.034, -2.138], [-2.533, -3.472, -1.907], [-3.465, -2.273, -1.837], [0.762, 4.217, -0.334], [1.476, 2.939, -0.745], [-3.310, -2.636, -0.281], [-4.198, -3.846, -0.518], [-2.041, 5.507, -1.312], [-1.291, 4.546, -2.220], [2.423, -3.288, 1.938], [3.356, -2.675, 2.970], [-2.608, 0.548, 4.223], [-3.902, 0.727, 3.446], [0.209, 1.042, 0.327], [2.346, -0.055, -0.833], [5.323, 0.484, -0.556], [-4.034, 0.748, -0.246], [3.914, -0.057, 1.937], [1.102, -2.416, -2.880], [-2.535, -2.517, -1.771], [0.645, 3.261, -0.377], [-4.231, -2.919, -0.255], [-2.014, 4.583, -1.584], [2.668, -2.445, 2.335], [-3.559, 0.651, 4.344]], "nbo_charge": [0.4764, 0.4768, 0.4787, 0.5028, 0.4675, 0.4815, 0.4739, 0.4598, 0.4743, 0.4661, 0.4703, 0.4618, 0.4633, 0.4888, 0.4575, 0.4652, 0.4891, 0.4606, 0.4622, 0.4684, 0.4634, 0.4712, 0.4681, 0.4611, -0.9495, -0.9739, -0.9518, -0.9336, -0.9440, -0.9343, -0.9325, -0.9258, -0.9697, -0.9304, -0.9344, -0.9290], "max_force_ev_per_a": 2.17, "smiles": "O.O.O.O.O.O.O.O.O.O.O.O", "de_lowest_kj_mol": 367.9, "gap_ev": 10.27}


{"formula": "H24O12", "method": "ωB97M-V with the def2-TZVPD basis set", "symbols": ["H", "H", "H", "H", "H", "H", "H", "H", "H", "H", "H", "H", "H", "H", "H", "H", "H", "H", "H", "H", "H", "H", "H", "H", "O", "O", "O", "O", "O", "O", "O", "O", "O", "O", "O", "O"], "xyz": [[-0.772, -0.293, -1.154], [-0.260, -0.559, 0.252], [-1.432, 1.059, 2.820], [-2.381, 0.233, 1.967], [1.478, 0.688, 4.549], [1.685, -0.817, 4.610], [-0.840, -2.790, -0.667], [-1.728, -3.837, -1.318], [-3.323, -0.856, -1.499], [-3.095, -2.314, -1.135], [2.662, 2.910, 1.104], [1.388, 2.095, 1.252], [-3.700, 3.917, -1.025], [-3.250, 2.771, -0.133], [4.887, -0.810, -0.728], [4.185, -0.589, 0.602], [-3.494, -1.381, 0.600], [-3.578, -2.220, 1.865], [2.596, -2.675, -0.217], [3.639, -2.024, -1.110], [1.021, -0.113, -1.689], [2.005, 0.219, -2.798], [-0.383, 3.026, -2.131], [0.374, 2.131, -1.163], [-0.187, 0.067, -0.477], [-1.449, 0.460, 2.065], [1.236, -0.131, 4.103], [-1.351, -3.583, -0.469], [-2.863, -1.650, -1.795], [1.874, 2.636, 0.620], [-2.912, 3.441, -0.738], [4.799, -0.171, -0.012], [-3.364, -1.334, 1.554], [3.025, -2.766, -1.075], [1.077, 0.308, -2.554], [0.406, 3.000, -1.579]], "nbo_charge": [0.4839, 0.4871, 0.4678, 0.4838, 0.4680, 0.4693, 0.4756, 0.4724, 0.4699, 0.4687, 0.4623, 0.4641, 0.4641, 0.4638, 0.4499, 0.4654, 0.4592, 0.4895, 0.4667, 0.4496, 0.4783, 0.4631, 0.4560, 0.4813, -0.9469, -0.9599, -0.9366, -0.9430, -0.9395, -0.9250, -0.9271, -0.9108, -0.9437, -0.9204, -0.9644, -0.9424], "max_force_ev_per_a": 1.15, "smiles": "O.O.O.O.O.O.O.O.O.O.O.O", "de_lowest_kj_mol": 320.5, "gap_ev": 9.07}


{"formula": "H24O12", "method": "ωB97M-V with the def2-TZVPD basis set", "symbols": ["H", "H", "H", "H", "H", "H", "H", "H", "H", "H", "H", "H", "H", "H", "H", "H", "H", "H", "H", "H", "H", "H", "H", "H", "O", "O", "O", "O", "O", "O", "O", "O", "O", "O", "O", "O"], "xyz": [[-0.224, -1.504, 0.288], [0.051, -0.524, -0.786], [-0.955, 1.370, -0.454], [-1.112, 2.378, -1.509], [-3.781, 0.437, -1.580], [-4.478, 0.335, -2.841], [0.986, 2.512, -2.473], [0.424, 3.224, -3.489], [-2.252, -0.375, 0.619], [-1.904, -1.206, 1.812], [0.461, -1.066, -3.389], [0.369, 0.407, -3.104], [-4.789, 0.176, 3.175], [-3.324, 0.267, 2.864], [1.632, -0.104, 2.901], [0.646, -1.046, 3.295], [2.749, 0.739, 0.454], [4.198, 0.843, 0.656], [2.262, -1.007, -3.327], [2.052, -2.101, -4.341], [3.174, -2.057, 2.244], [3.728, -2.106, 0.753], [-1.270, 0.538, 3.793], [0.165, 0.821, 4.249], [0.410, -0.845, 0.044], [-1.318, 2.238, -0.543], [-3.617, 0.231, -2.435], [0.290, 2.384, -3.119], [-1.776, -1.221, 0.803], [0.362, -0.409, -2.640], [-3.987, -0.378, 3.143], [1.145, -0.867, 2.549], [3.470, 0.284, 1.018], [2.788, -1.631, -3.910], [3.961, -1.864, 1.622], [-0.533, 1.130, 3.657]], "nbo_charge": [0.4817, 0.4577, 0.4659, 0.4817, 0.4567, 0.4636, 0.4766, 0.4796, 0.4723, 0.4732, 0.4699, 0.4894, 0.4787, 0.4562, 0.4683, 0.4370, 0.4596, 0.4546, 0.4750, 0.4507, 0.4826, 0.4691, 0.4572, 0.4635, -0.9666, -0.9557, -0.9201, -0.9430, -0.9273, -0.9508, -0.9348, -0.9018, -0.9176, -0.9323, -0.9506, -0.9203], "max_force_ev_per_a": 4.72, "smiles": "O.O.O.O.O.O.O.O.O.O.O.O", "de_lowest_kj_mol": 476.1, "gap_ev": 9.10}


Number 1 is which compound?
H24O12